{
  "formula": "C4H6BrFO",
  "method": "ωB97M-V/def2-TZVPD",
  "de_lowest_kcal_mol": 76.5,
  "spin_multiplicity": 1,
  "lumo_energy_ev": -1.9,
  "symbols": ["C", "C", "C", "C", "O", "F", "Br", "H", "H", "H", "H", "H", "H"],
  "positions_angstrom": [[-0.39, 0.67, -0.04], [-0.82, 1.17, 1.28], [0.62, -1.34, -1.27], [0.17, -0.79, 0.00], [-0.49, 1.17, -1.13], [1.91, 0.55, 0.39], [0.21, -1.77, 1.58], [-1.29, 2.22, 1.25], [0.02, 0.93, 2.08], [-1.57, 0.56, 1.56], [1.62, -1.16, -1.38], [0.41, -0.64, -2.10], [0.41, -2.36, -1.16]],
  "nbo_charge": [0.5356, -0.7170, -0.7936, 0.2584, -0.5047, -0.6421, 0.2376, 0.2527, 0.2748, 0.2219, 0.3202, 0.3056, 0.2506]
}

***

{
  "formula": "C17H45BrN11O2P3",
  "method": "ωB97M-V/def2-TZVPD",
  "smiles": "CN(C)P(=O)(N(C)C)N(C)C.CN(C)P(=O)(N(C)C)N(C)C.N=[PH2]c1nnc(CCCBr)nn1",
  "spin_multiplicity": 1,
  "lumo_energy_ev": -1.3,
  "symbols": ["C", "N", "C", "P", "O", "N", "C", "C", "N", "C", "C", "H", "H", "H", "H", "H", "H", "H", "H", "H", "H", "H", "H", "H", "H", "H", "H", "H", "H", "C", "N", "C", "P", "O", "N", "C", "C", "N", "C", "C", "H", "H", "H", "H", "H", "H", "H", "H", "H", "H", "H", "H", "H", "H", "H", "H", "H", "H", "N", "P", "C", "N", "N", "C", "C", "C", "C", "Br", "N", "N", "H", "H", "H", "H", "H", "H", "H", "H", "H"],
  "positions_angstrom": [[-3.99, 0.86, 4.30], [-3.52, 0.12, 3.16], [-2.36, -0.70, 3.50], [-3.65, 0.56, 1.48], [-3.78, -0.85, 0.97], [-5.23, 1.14, 1.02], [-6.31, 1.19, 1.99], [-5.73, 0.53, -0.21], [-3.08, 2.15, 1.72], [-1.64, 2.28, 1.94], [-3.83, 3.35, 1.97], [-3.32, 1.68, 4.61], [-4.09, 0.19, 5.15], [-4.99, 1.28, 4.15], [-1.43, -0.10, 3.55], [-2.21, -1.49, 2.77], [-2.50, -1.18, 4.48], [-6.49, 0.23, 2.48], [-7.24, 1.49, 1.48], [-6.16, 1.96, 2.74], [-6.15, -0.47, -0.04], [-4.95, 0.45, -0.95], [-6.52, 1.16, -0.63], [-1.40, 2.31, 3.01], [-1.24, 3.17, 1.46], [-1.10, 1.43, 1.50], [-4.26, 3.37, 2.98], [-4.63, 3.50, 1.24], [-3.18, 4.22, 1.89], [3.16, 4.13, -3.28], [2.51, 3.85, -2.02], [2.99, 4.73, -0.97], [1.87, 2.34, -1.50], [0.74, 2.83, -0.64], [0.92, 1.52, -2.71], [0.69, 2.12, -4.02], [-0.35, 1.02, -2.20], [3.22, 1.38, -1.85], [4.36, 1.52, -0.94], [3.50, 0.63, -3.05], [4.22, 3.83, -3.30], [3.12, 5.20, -3.47], [2.66, 3.67, -4.13], [3.96, 4.42, -0.57], [2.28, 4.76, -0.14], [3.09, 5.76, -1.33], [0.27, 3.13, -3.95], [0.00, 1.50, -4.59], [1.60, 2.15, -4.62], [-1.11, 1.80, -2.14], [-0.22, 0.58, -1.22], [-0.73, 0.23, -2.86], [5.10, 2.23, -1.33], [4.85, 0.56, -0.78], [4.03, 1.87, 0.04], [3.76, 1.28, -3.90], [2.68, -0.02, -3.34], [4.36, -0.03, -2.89], [6.69, -4.09, 1.29], [6.22, -4.74, -0.06], [4.42, -5.14, -0.05], [3.63, -4.23, 0.50], [2.35, -4.52, 0.54], [1.97, -5.66, -0.03], [0.49, -6.00, -0.04], [-0.36, -5.02, 0.78], [-0.85, -3.79, 0.00], [0.04, -2.13, 0.46], [2.77, -6.57, -0.60], [4.06, -6.30, -0.59], [5.92, -4.00, 1.94], [6.44, -3.82, -1.11], [6.90, -5.94, -0.33], [0.44, -6.98, 0.43], [0.19, -6.03, -1.08], [-1.27, -5.58, 1.03], [0.10, -4.76, 1.73], [-1.89, -3.64, 0.26], [-0.80, -3.93, -1.08]],
  "mulliken_charge": [-0.8926, 0.0374, -0.8881, 0.8974, -0.8454, 0.2056, -1.1466, -1.0752, 0.2539, -1.0973, -0.9171, 0.2377, 0.3824, 0.1911, 0.2909, 0.1392, 0.3821, 0.2998, 0.4156, 0.2741, 0.3121, 0.3315, 0.3550, 0.2427, 0.4129, 0.2638, 0.2933, 0.2824, 0.3739, -0.8074, 0.1543, -1.0244, 0.6658, -0.8403, 0.2951, -1.1880, -1.0511, 0.2093, -1.0431, -0.8649, 0.2377, 0.3789, 0.1522, 0.3082, 0.2125, 0.3841, 0.3369, 0.3960, 0.3060, 0.3453, 0.1373, 0.3845, 0.3061, 0.3672, 0.3164, 0.2649, 0.2637, 0.3771, -0.7131, 0.3648, 0.4283, -0.6160, 0.1666, 0.3272, -0.3457, -0.7188, -0.7173, -0.1551, -0.3416, -0.2909, 0.2632, 0.0518, 0.1007, 0.3136, 0.3000, 0.4381, 0.4016, 0.3326, 0.4169]
}

***

{
  "formula": "C20H20MoN7O6P2",
  "method": "ωB97M-V/def2-TZVPD",
  "total_charge": 3,
  "spin_multiplicity": 1,
  "lumo_energy_ev": [-12.1, -12.1],
  "symbols": ["Mo", "C", "C", "N", "C", "C", "N", "C", "C", "C", "C", "C", "N", "C", "C", "N", "C", "C", "N", "C", "C", "C", "N", "C", "C", "H", "H", "H", "H", "H", "H", "H", "H", "H", "H", "H", "H", "N", "C", "C", "P", "O", "O", "O", "P", "O", "O", "O", "H", "H", "H", "H", "H", "H", "H", "H"],
  "positions_angstrom": [[0.26, -0.09, 0.19], [-2.96, 2.50, -1.22], [-1.76, 1.80, -1.13], [-1.63, 0.80, -0.25], [-2.69, 0.49, 0.53], [-3.86, 1.21, 0.42], [-3.99, 2.21, -0.45], [-2.46, -0.68, 1.40], [-3.39, -1.27, 2.23], [-3.04, -2.43, 2.92], [-1.77, -2.98, 2.71], [-0.90, -2.35, 1.85], [-1.22, -1.18, 1.26], [0.40, -2.86, 1.38], [0.99, -4.05, 1.76], [2.12, -4.48, 1.21], [2.68, -3.73, 0.28], [2.12, -2.51, -0.12], [0.99, -2.09, 0.44], [-4.00, -3.09, 3.84], [-3.56, -3.58, 5.07], [-4.47, -4.20, 5.92], [-5.70, -4.27, 5.48], [-6.22, -3.85, 4.35], [-5.34, -3.23, 3.48], [-3.08, 3.30, -1.94], [-0.90, 2.05, -1.74], [-4.72, 0.99, 1.03], [-4.38, -0.84, 2.34], [-1.50, -3.93, 3.17], [0.54, -4.69, 2.52], [3.60, -4.08, -0.17], [2.60, -1.87, -0.85], [-2.54, -3.47, 5.40], [-4.23, -4.61, 6.90], [-7.28, -4.01, 4.16], [-5.71, -2.89, 2.52], [4.48, 1.96, 1.29], [3.11, 2.35, 0.78], [3.04, 3.87, 0.64], [1.96, 1.78, 2.13], [0.67, 2.70, 2.03], [2.74, 1.81, 3.37], [1.38, 0.38, 1.70], [2.85, 1.42, -0.78], [3.25, 2.44, -1.90], [3.63, 0.17, -0.69], [1.30, 1.24, -0.87], [4.45, 1.96, 2.33], [5.21, 2.60, 0.97], [4.72, 1.01, 0.96], [3.18, 4.36, 1.61], [2.08, 4.17, 0.23], [3.81, 4.23, -0.04], [0.66, 3.45, 2.65], [3.70, 2.09, -2.69]],
  "nbo_charge": [1.7882, 0.0477, 0.0592, -0.4634, 0.1479, 0.0618, -0.2522, 0.2065, -0.2138, 0.2523, -0.2374, 0.2982, -0.5312, 0.0965, 0.0722, -0.2600, 0.0504, 0.0675, -0.4365, -0.1357, -0.2075, 0.0706, -0.3568, 0.0712, -0.2073, 0.2596, 0.2511, 0.2450, 0.2665, 0.2673, 0.2425, 0.2578, 0.2673, 0.2200, 0.2349, 0.2353, 0.2195, -0.6981, -0.6236, -0.6436, 2.3794, -0.9964, -1.0339, -0.9340, 2.3950, -0.9747, -1.1041, -1.0247, 0.4862, 0.4551, 0.4739, 0.2515, 0.2609, 0.2599, 0.5567, 0.5592]
}

***

{
  "formula": "C2H5I2P",
  "method": "ωB97M-V/def2-TZVPD",
  "de_lowest_kcal_mol": 42.8,
  "spin_multiplicity": 1,
  "lumo_energy_ev": -0.3,
  "symbols": ["C", "C", "P", "I", "I", "H", "H", "H", "H", "H"],
  "positions_angstrom": [[0.50, -0.41, -0.02], [1.94, -0.03, 0.49], [-0.91, 0.60, 0.54], [2.34, 2.13, 0.17], [3.43, -1.31, -0.27], [0.37, -0.71, -1.12], [0.39, -1.40, 0.50], [1.74, 0.04, 1.54], [-1.69, 0.18, -0.49], [-0.85, 1.80, -0.16]],
  "nbo_charge": [-0.7601, -0.4905, 0.3076, 0.0760, 0.2091, 0.2423, 0.2412, 0.2127, -0.0250, -0.0131]
}

***

{
  "formula": "Cl8Tl2",
  "method": "ωB97M-V/def2-TZVPD",
  "total_charge": -2,
  "spin_multiplicity": 1,
  "lumo_energy_ev": -0.9,
  "symbols": ["Tl", "Tl", "Cl", "Cl", "Cl", "Cl", "Cl", "Cl", "Cl", "Cl"],
  "positions_angstrom": [[3.72, -0.26, 1.37], [-1.29, -1.16, -2.60], [2.50, -2.00, -2.67], [-1.92, -2.73, 1.13], [-2.40, 2.58, 2.42], [-3.77, 0.99, -2.44], [1.92, -3.74, 1.24], [-1.21, 4.00, -1.85], [1.98, 2.30, 3.43], [0.48, 0.02, -0.03]],
  "nbo_charge": [0.9209, 0.9003, -0.6425, -0.3451, -0.2326, -0.6378, -0.4850, -0.2997, -0.7367, -0.4419]
}

***

| no. | total energy (eV) |
| --- | --- |
| 1 | -79048.989 |
| 2 | -136747.895 |
| 3 | -64192.958 |
| 4 | -27643.726 |
| 5 | -109560.306 |